A structure of composition C38H96AsF12N7O10S2 at a distorted geometry. Source: the OMol25 dataset; level of theory: ωB97M-V/def2-TZVPD.

Geometry as ORCA input:
```
! RIJCOSX wB97M-V def2-TZVPD def2/J DEFGRID3
* xyz 4 1
C -8.223 -2.728 -0.252
F -8.192 -2.527 1.031
F -9.390 -2.478 -0.809
F -7.374 -1.811 -0.752
S -7.631 -4.560 -0.586
O -6.681 -4.844 0.460
O -8.876 -5.317 -0.470
N -6.974 -4.446 -2.232
S -6.998 -5.924 -2.613
O -6.117 -6.754 -1.765
O -8.354 -6.465 -2.886
C -6.173 -5.761 -4.380
F -6.625 -4.708 -5.000
F -4.895 -5.606 -4.328
F -6.547 -6.805 -5.164
C -17.687 0.653 1.971
C -16.254 0.875 2.502
N -15.379 -0.442 2.768
C -16.031 -1.355 3.837
C -15.253 -1.260 1.430
C -14.369 -2.508 1.616
C -14.046 -0.019 3.446
C -13.297 0.913 2.589
O -12.108 1.010 3.460
C -11.243 2.070 3.273
H -17.809 0.184 0.995
H -18.246 1.585 1.889
H -18.253 -0.085 2.541
H -16.294 1.268 3.518
H -15.721 1.560 1.842
H -16.966 -1.763 3.455
H -16.291 -0.728 4.690
H -15.377 -2.146 4.206
H -15.026 -0.492 0.690
H -16.268 -1.639 1.316
H -14.252 -3.058 0.683
H -14.697 -3.211 2.382
H -13.337 -2.262 1.865
H -13.469 -0.942 3.491
H -14.298 0.400 4.420
H -13.591 1.957 2.486
H -13.112 0.579 1.568
H -10.497 1.887 2.500
H -10.765 2.273 4.231
H -11.736 3.011 3.027
C -12.635 -3.043 -5.164
C -11.419 -2.759 -6.163
N -11.863 -2.931 -7.665
C -10.537 -2.796 -8.471
C -12.429 -4.291 -8.039
C -11.737 -5.517 -7.470
C -12.743 -1.682 -7.913
C -12.865 -1.147 -9.296
O -13.097 -2.206 -10.144
C -13.458 -1.769 -11.450
H -13.178 -3.974 -5.328
H -13.401 -2.280 -5.305
H -12.277 -3.116 -4.137
H -10.600 -3.453 -5.975
H -11.030 -1.752 -6.014
H -9.896 -3.662 -8.303
H -10.001 -1.911 -8.129
H -10.776 -2.727 -9.532
H -12.536 -4.332 -9.123
H -13.461 -4.284 -7.688
H -11.564 -5.458 -6.396
H -10.754 -5.572 -7.939
H -12.160 -6.460 -7.815
H -12.457 -0.855 -7.264
H -13.766 -1.859 -7.580
H -12.074 -0.514 -9.698
H -13.768 -0.537 -9.305
H -14.406 -1.235 -11.512
H -13.418 -2.544 -12.216
H -12.697 -1.075 -11.807
C -11.497 -12.294 -0.049
C -12.067 -10.803 0.332
N -13.249 -10.432 -0.539
C -13.400 -8.881 -0.452
C -12.966 -10.698 -2.062
C -13.928 -10.043 -3.085
C -14.605 -11.173 -0.195
C -14.884 -11.126 1.372
O -14.593 -9.877 2.077
C -15.064 -9.815 3.381
H -10.556 -12.472 0.471
H -11.167 -12.286 -1.088
H -12.203 -13.114 0.082
H -11.317 -10.021 0.217
H -12.433 -10.719 1.355
H -12.674 -8.333 -1.052
H -13.405 -8.579 0.596
H -14.400 -8.703 -0.848
H -13.001 -11.781 -2.180
H -11.921 -10.422 -2.197
H -14.049 -8.960 -3.075
H -14.909 -10.510 -3.002
H -13.556 -10.379 -4.052
H -14.602 -12.217 -0.505
H -15.371 -10.788 -0.867
H -14.489 -12.038 1.819
H -15.955 -11.320 1.438
H -14.194 -9.870 4.034
H -15.666 -10.688 3.635
H -15.647 -8.950 3.698
C -4.714 -0.109 6.381
C -5.660 -0.355 7.488
C -6.809 -1.251 7.249
O -7.828 -1.026 8.220
C -8.782 -2.018 8.327
N -4.882 -0.930 8.721
H -4.121 -0.362 9.064
H -5.520 -1.226 9.446
H -4.436 -1.815 8.522
H -3.839 0.465 6.687
H -5.235 0.320 5.525
H -4.373 -1.092 6.053
H -5.979 0.617 7.863
H -6.628 -2.306 7.041
H -7.246 -0.932 6.303
H -9.348 -2.191 7.412
H -9.519 -1.570 8.993
H -8.409 -2.910 8.832
C -2.419 -2.969 -2.201
C -2.589 -1.818 -3.245
C -1.983 -2.109 -4.586
O -2.321 -1.139 -5.597
C -2.298 -1.663 -6.956
N -4.089 -1.537 -3.512
H -4.552 -2.404 -3.277
H -4.452 -0.723 -3.038
H -4.111 -1.296 -4.493
H -3.116 -2.850 -1.372
H -1.447 -2.836 -1.726
H -2.459 -3.993 -2.572
H -2.327 -0.828 -2.872
H -2.244 -3.115 -4.914
H -0.894 -2.137 -4.593
H -2.381 -0.910 -7.740
H -3.074 -2.402 -7.159
H -1.284 -2.010 -7.155
C -6.022 -11.025 4.670
C -6.764 -9.897 3.955
C -7.836 -9.198 4.777
O -8.381 -8.132 3.973
C -9.653 -7.782 4.478
N -5.799 -8.798 3.438
H -6.305 -7.976 3.140
H -5.073 -8.518 4.082
H -5.223 -9.038 2.645
H -5.024 -11.116 4.240
H -6.523 -11.993 4.655
H -5.968 -10.702 5.710
H -7.303 -10.236 3.071
H -7.565 -8.775 5.745
H -8.527 -10.031 4.904
H -9.550 -7.352 5.475
H -10.284 -8.670 4.478
H -10.115 -7.014 3.857
As -4.149 -12.363 -1.101
F -4.480 -11.680 -2.741
F -3.485 -10.800 -0.488
F -3.815 -13.008 0.554
F -4.621 -14.003 -1.567
F -2.424 -12.675 -1.650
F -5.875 -11.942 -0.698
*
```

Calculated values
**E**: -6870.17359 Ha
**HOMO**: -14.740 eV
**Orbital gap**: 7.89 eV

Löwdin atomic charge list, values in e, 99 entries:
1. C -0.69
2. F 0.16
3. F 0.14
4. F 0.09
5. S 0.68
6. O -0.31
7. O -0.33
8. N -0.32
9. S 0.54
10. O -0.32
11. O -0.35
12. C -0.70
13. F 0.12
14. F 0.17
15. F 0.12
16. C -0.06
17. C -0.10
18. N -0.23
19. C 0.01
20. C -0.12
21. C -0.06
22. C -0.10
23. C -0.16
24. O -0.19
25. C -0.12
26. H 0.08
27. H 0.10
28. H 0.08
29. H 0.13
30. H 0.12
31. H 0.10
32. H 0.11
33. H 0.10
34. H 0.13
35. H 0.12
36. H 0.09
37. H 0.08
38. H 0.07
39. H 0.13
40. H 0.15
41. H 0.12
42. H 0.13
43. H 0.09
44. H 0.10
45. H 0.09
46. C -0.04
47. C -0.12
48. N -0.20
49. C 0.04
50. C -0.17
51. C -0.05
52. C -0.08
53. C -0.25
54. O -0.20
55. C -0.06
56. H 0.07
57. H 0.07
58. H 0.08
59. H 0.12
60. H 0.12
61. H 0.10
62. H 0.11
63. H 0.11
64. H 0.13
65. H 0.13
66. H 0.08
67. H 0.08
68. H 0.10
69. H 0.14
70. H 0.14
71. H 0.14
72. H 0.14
73. H 0.10
74. H 0.10
75. H 0.09
76. C -0.01
77. C -0.11
78. N -0.24
79. C 0.02
80. C -0.15
81. C -0.05
82. C -0.02
83. C -0.14
84. O -0.21
85. C -0.11
86. H 0.08
87. H 0.06
88. H 0.08
89. H 0.13
90. H 0.11
91. H 0.11
92. H 0.09
93. H 0.09
94. H 0.12
95. H 0.13
96. H 0.08
97. H 0.08
98. H 0.09
99. H 0.13